The following is a quantum chemistry calculation of the ion C8H10N3OS with charge +1 in a non-equilibrium geometry, from OMol25.

Structure (XYZ):
```
23
Properties=species:S:1:pos:R:3:forces:R:3:mulliken_charge:R:1
C 0.142 -0.180 3.275 -2.4 1.1 -2.7 -1.40
C 0.680 -0.114 1.887 0.7 0.5 -2.6 0.71
S 2.467 0.252 1.673 -1.1 -0.6 0.8 -0.19
C 2.286 0.251 -0.008 -1.7 -0.1 -0.9 0.40
C 3.008 0.460 -1.149 0.5 -0.2 2.3 -0.51
N 2.196 0.435 -2.200 -1.6 -0.5 -0.7 -0.03
C 0.934 0.145 -1.953 -0.8 0.5 4.9 0.15
N -0.194 0.411 -2.718 -1.4 -0.3 0.7 0.01
C -0.257 0.869 -4.050 0.3 -0.6 -0.4 0.09
O 0.760 1.125 -4.640 -0.1 0.1 0.1 -0.50
N 0.946 0.047 -0.350 2.8 0.9 -7.0 0.01
C 0.088 -0.216 0.627 -1.2 0.8 3.7 0.38
C -1.378 -0.301 0.345 -0.1 -0.9 0.4 -1.23
H 0.527 0.590 3.850 0.8 1.4 1.2 0.41
H 0.438 -1.094 3.595 0.7 -2.8 1.8 0.38
H -0.976 -0.100 3.292 1.0 -0.2 0.0 0.38
H 4.049 0.471 -1.159 1.4 0.3 -0.6 0.47
H 2.431 0.712 -3.115 0.5 0.3 -1.5 0.21
H -1.097 0.291 -2.233 0.9 -0.1 -0.5 0.09
H -1.288 0.874 -4.559 1.2 0.1 1.2 0.32
H -1.727 0.480 -0.409 0.2 -0.6 1.6 0.27
H -1.816 -0.260 1.420 -0.2 0.0 -2.4 0.23
H -1.528 -1.301 -0.166 -0.4 0.9 0.8 0.35
```
Positions in Å, forces in eV/Å.

Computed properties:
- Molar mass: 196.3 g mol⁻¹
- Highest occupied orbital energy: -11.664 eV
- Total charge: +1
- Energy above the lowest of the compared OMol25 structures with the same formula, charge and spin: 21.2 kcal/mol
- Spin multiplicity: 1
- LUMO: -3.9 eV
- Structure (SMILES): Cc1sc2c[nH]/c(=[NH+]\C=O)n2c1C